# 1
ORCA calculation (ωB97M-V/def2-TZVPD) on a molecular structure, C36H57BrCaCl4F10N3O12S2.

Summary:
HOMO-LUMO gap: 1.12 eV
HOMO level: -9.04 eV
total charge: +1

Cartesian coordinates (Å):
C 0.98952 -0.29613 2.41232
C -0.32012 0.32782 1.71887
O -0.10060 0.38481 0.28149
C 0.91812 1.35724 -0.06770
C 2.28938 0.66599 -0.57539
O 2.31246 -0.77363 -0.46915
C 2.09363 -1.42516 -1.73608
C 0.54652 -1.83922 -1.97871
O -0.04769 -2.52811 -0.85421
C -1.21571 -3.29891 -1.27720
C -2.48210 -2.32369 -1.15208
N -2.62548 -1.30612 -2.16467
C -3.67712 -0.30851 -2.19130
C -4.76374 -0.25177 -1.10021
C -5.93418 0.86666 -1.04341
C -5.45584 2.21597 -0.32419
C -4.56083 3.19176 -1.23533
F -4.61156 2.62641 -2.57370
F -5.23283 4.43856 -1.33756
C -3.01009 3.25779 -0.85816
F -2.28496 3.42758 -2.09478
F -2.63638 1.95697 -0.38400
S -2.49664 4.48786 0.44458
F -2.01741 3.22896 1.47648
F -0.92004 4.42453 -0.20364
F -2.86337 5.81905 -0.49858
F -3.95987 4.47559 1.23439
F -1.93526 5.55284 1.60903
C -4.68608 -1.37245 0.00668
C -5.73840 -1.52317 1.19609
O -6.87668 -1.99931 0.93460
O -5.43178 -1.18794 2.54248
C -3.52307 -2.43790 -0.00784
Br -3.46248 -3.81177 1.40190
H 1.85198 0.47300 2.37190
H 0.81485 -0.49119 3.53916
H 1.28342 -1.28690 1.91111
H -1.21902 -0.37119 1.91237
H -0.59984 1.35424 2.14431
H 0.49214 2.09877 -0.84138
H 1.10846 1.99080 0.88407
H 3.12127 1.05612 0.12880
H 2.53105 1.07785 -1.61243
H 2.40251 -0.79827 -2.65017
H 2.72515 -2.39197 -1.79028
H 0.45502 -2.42444 -2.96907
H -0.01633 -0.84024 -2.11843
H -1.34914 -4.09969 -0.45505
H -1.09496 -3.76156 -2.31446
H -1.90743 -1.27213 -2.90741
H -3.64969 0.42513 -3.06086
H -6.73735 0.40266 -0.34909
H -6.45546 1.01032 -2.05004
H -6.41856 2.77726 -0.01308
H -4.91556 1.96841 0.66462
H -5.13460 -2.04764 2.94866
C 3.57285 -5.30908 -0.77632
C 3.83978 -4.83084 0.65264
C 2.50583 -4.85645 1.40132
S 1.51888 -6.12852 0.62050
O 0.38157 -5.50233 -0.01410
O 1.37800 -7.24633 1.52580
C 2.70613 -6.55341 -0.64090
H 4.49985 -5.52265 -1.31224
H 3.03218 -4.53487 -1.33017
H 4.54791 -5.51048 1.13798
H 4.28146 -3.83171 0.66876
H 2.64030 -5.09964 2.45594
H 1.97361 -3.90797 1.30307
H 2.19016 -6.81988 -1.56328
H 3.28954 -7.40215 -0.27704
C 6.16693 4.17788 1.61364
C 6.80933 2.85411 1.21122
C 7.03071 2.73406 -0.29796
C 5.71364 2.81856 -1.01431
N 4.67489 2.88509 -1.57398
H 5.17001 4.29112 1.17891
H 6.05508 4.23058 2.69938
H 6.78084 5.02557 1.29304
H 6.17657 2.03283 1.55886
H 7.77064 2.75654 1.72104
H 7.50385 1.77721 -0.53320
H 7.68575 3.53315 -0.65610
C 0.59605 -3.92332 -6.31426
C 1.40053 -3.70587 -5.03156
O 2.27197 -2.81009 -5.09235
O 1.08153 -4.45814 -4.07650
H 0.91887 -3.24300 -7.10393
H 0.72948 -4.94880 -6.66434
H -0.46462 -3.74995 -6.11929
C 11.37408 2.03795 2.72399
C 10.98501 1.58928 4.12927
C 10.22125 0.26128 4.14102
C 8.94271 0.39364 3.35349
N 7.94495 0.51817 2.71723
H 10.49423 2.22039 2.10061
H 11.94033 2.97179 2.76661
H 11.99587 1.28510 2.23017
H 10.37643 2.37114 4.59528
H 11.89113 1.48445 4.73279
H 9.98133 -0.01965 5.16436
H 10.82964 -0.53462 3.70404
O 0.01571 5.49606 -3.30568
H -0.55947 4.78837 -2.90000
H 0.93329 5.15453 -3.49703
H 0.04423 6.33273 -2.72193
F -3.99652 -5.20414 -0.31360
O -11.11386 -1.05013 -0.64862
C -11.16740 -1.88576 0.21801
O -12.11934 -2.85526 0.28299
C -11.95206 -3.60480 1.49191
C -10.51259 -3.38970 1.89695
C -10.23902 -1.98759 1.39699
H -12.65565 -3.22421 2.23844
H -12.17110 -4.65741 1.30458
H -10.34312 -3.51486 2.96782
H -9.86842 -4.09977 1.36859
H -10.51566 -1.23076 2.13518
H -9.20006 -1.86652 1.09041
Cl 8.43997 -1.37843 4.99972
C -3.82886 9.02377 -0.59391
Cl -5.54294 9.23983 -0.95472
Cl -2.87121 9.03946 -2.09509
Cl -3.25986 10.27624 0.51359
H -3.69762 8.05531 -0.11471
Ca -0.53472 7.81789 -2.26800

Force components x, y, z for each atom (eV/Å):
-0.214 0.435 0.698
0.418 -1.148 0.581
0.134 1.126 0.579
-0.190 0.386 0.776
0.479 1.140 0.983
-0.171 1.053 -1.842
-0.694 -1.565 -0.791
0.453 1.501 -0.531
-0.585 -0.607 -1.932
-0.234 0.264 1.781
-1.536 0.436 0.259
-2.749 0.046 2.845
-0.996 -1.388 2.620
2.359 -2.415 -0.238
0.350 -1.314 0.784
-0.384 0.108 0.703
-2.768 -1.008 -1.313
0.562 1.462 2.496
2.121 -2.043 0.217
0.397 -3.305 -2.583
-1.431 0.181 3.146
-1.018 3.451 -1.512
3.129 0.383 4.207
-0.943 2.458 -1.673
-2.574 0.563 0.875
0.173 -2.057 1.032
1.977 0.248 -2.009
-0.983 -1.573 -2.188
2.833 -0.070 -1.449
-3.922 -1.763 -0.492
4.875 2.163 0.637
0.710 -1.318 -2.280
-0.892 3.181 -2.289
0.175 1.836 -1.927
-1.247 -1.405 -0.117
0.104 0.303 -1.793
-0.452 1.693 0.617
1.387 1.035 -0.556
0.559 -1.277 -0.593
0.568 -1.268 0.852
-0.018 -0.874 -1.610
-1.267 -0.697 -1.193
-0.234 -0.932 1.238
-0.422 -0.745 1.434
-0.985 1.585 0.354
0.381 0.561 1.622
0.686 -1.113 0.221
0.170 1.106 -1.725
-0.264 0.633 1.360
-0.532 -0.151 0.669
-0.032 -1.189 1.419
1.284 0.839 -1.129
1.069 -0.064 1.393
1.715 -0.620 -0.719
-0.730 0.335 -1.652
-0.342 1.046 -0.266
0.029 0.173 -0.058
0.257 0.019 0.000
0.291 0.459 0.303
0.315 -0.419 0.085
-0.130 -0.197 0.255
-0.373 0.326 -0.198
0.266 -0.028 -0.427
-0.109 0.018 0.019
0.010 -0.147 -0.037
-0.073 0.056 -0.039
-0.057 -0.087 0.034
-0.210 -0.044 -0.105
-0.070 -0.133 -0.069
-0.117 -0.003 0.148
-0.132 0.045 0.043
0.017 0.059 0.019
-0.273 0.325 0.265
-0.783 -0.046 -0.132
-2.248 0.122 -1.584
3.250 -0.139 1.844
0.069 0.006 -0.038
0.048 0.013 -0.090
-0.080 -0.021 0.037
0.240 0.012 -0.085
-0.114 -0.105 -0.172
-0.139 0.074 -0.103
-0.159 -0.036 -0.091
-0.544 -0.030 -1.213
1.094 0.205 1.308
-0.633 -0.313 -0.006
-0.188 0.391 -0.490
0.083 -0.037 0.229
-0.046 0.047 0.225
0.098 -0.142 0.137
0.068 0.044 -0.023
0.158 0.397 -0.283
0.428 1.295 -0.694
-2.490 -0.156 -1.349
3.420 -0.281 1.942
0.030 -0.072 0.026
-0.016 -0.085 -0.024
-0.063 0.082 0.010
0.035 -0.148 0.058
-0.152 -0.113 0.036
0.297 0.311 -0.156
-0.232 0.000 -0.013
0.071 -4.114 -3.059
0.052 -0.141 0.103
0.128 -0.149 -0.029
1.897 -1.941 1.117
0.032 0.145 -0.138
-0.292 -0.682 0.255
-0.049 0.872 -0.493
0.278 0.371 -0.275
-0.240 -0.423 0.291
0.447 -0.280 0.418
0.305 -0.406 0.119
0.022 0.000 -0.062
-0.137 0.197 -0.152
-0.087 -0.041 -0.090
-0.076 0.053 0.073
0.050 0.067 -0.111
-0.235 0.295 0.034
-1.426 -1.497 0.542
-0.888 0.245 1.099
0.471 -0.127 -0.062
-0.767 0.444 -0.432
0.039 -0.290 -0.303
0.042 0.166 -0.206
-0.963 5.888 1.814

# 2
ORCA calculation (ωB97M-V/def2-TZVPD) on a molecular structure, C12H24F4N2O17PdS4.

Summary:
HOMO-LUMO gap (spin up / spin down): 10.44 / 7.63 eV
HOMO level (spin up / spin down): -10.39 / -10.47 eV
⟨S²⟩: 2.0034
spin multiplicity: 3
total charge: 0

Cartesian coordinates (Å):
Pd -8.28665 14.92746 14.62764
N -6.77142 16.14637 15.50481
S -5.53491 15.88995 16.49101
O -5.77252 16.27151 17.83136
O -4.28642 16.07588 15.85570
F -5.64836 14.30074 16.53290
S -6.77506 17.83757 15.53592
O -5.63680 18.49111 15.00520
O -7.42449 18.36546 16.66970
F -7.84223 17.96885 14.36945
N -9.61441 13.54617 15.39811
S -9.70142 13.43139 17.08145
O -10.12879 12.23447 17.69816
O -9.95866 14.70037 17.66270
F -8.11020 13.32978 17.20090
S -10.98266 12.81448 15.03281
O -12.15002 13.49177 15.49118
O -10.90396 11.40467 15.02004
F -10.94007 13.18516 13.46344
C -6.39230 18.49804 10.62480
C -7.61946 17.63348 10.33635
O -7.79840 16.84028 11.53304
C -8.67901 15.86794 11.61382
O -8.54580 14.96433 12.41405
O -9.65709 15.97812 10.74082
C -10.54161 14.85947 10.62996
H -6.39884 19.01606 11.57786
H -6.33701 19.20722 9.79611
H -5.52383 17.84240 10.55569
H -7.38640 16.95535 9.51848
H -8.47122 18.27636 10.12762
H -11.28095 15.08726 9.87132
H -11.07745 14.70662 11.56968
H -10.02528 13.92045 10.44081
C -3.39834 14.82146 11.92600
C -4.77555 14.50879 12.45416
O -4.90771 13.08570 12.61433
C -5.88875 12.66503 13.37929
O -6.72086 13.39384 13.88840
O -5.85976 11.36098 13.48442
C -6.89140 10.76651 14.29468
H -3.36155 14.56809 10.86353
H -2.59641 14.29667 12.43948
H -3.19195 15.88894 12.00336
H -5.58042 14.83237 11.78963
H -4.93768 15.05328 13.38786
H -7.85141 11.20291 14.02830
H -6.65673 10.90303 15.34751
H -6.90960 9.70764 14.06010
C -10.37038 19.69572 17.65346
C -11.08733 19.19368 16.42839
O -10.28914 18.10454 15.93665
C -10.72708 17.24232 15.07297
O -9.99610 16.38550 14.59778
O -12.00468 17.38144 14.77740
C -12.61619 16.38691 13.94341
H -10.98333 20.32020 18.30148
H -9.46834 20.22434 17.35364
H -10.08333 18.84398 18.27041
H -11.15199 19.92929 15.62296
H -12.12711 18.94982 16.64758
H -13.61701 16.71654 13.68943
H -12.67009 15.44906 14.49301
H -12.03410 16.23220 13.03651

Force components x, y, z for each atom (eV/Å):
0.629 0.627 -0.352
0.556 2.655 0.305
1.264 -3.861 1.010
-0.003 0.629 0.042
0.512 0.636 -0.204
-0.307 0.306 -0.174
-2.258 0.635 -1.609
0.541 -0.563 0.056
-0.054 -0.040 0.598
0.148 -0.068 -0.062
-1.692 -1.717 2.557
4.016 1.714 1.140
-0.918 -0.269 -0.805
-0.757 0.045 -0.327
-0.200 -0.045 0.005
-1.086 0.041 -3.807
0.119 -0.158 0.534
-0.012 -0.372 0.416
0.087 0.080 0.417
-0.109 -0.606 -0.974
0.701 0.677 0.670
-0.023 -0.214 0.323
0.350 0.567 -0.323
-0.564 -0.390 -0.025
0.042 -0.182 -0.440
-0.803 -0.514 0.825
-0.238 -0.030 0.057
0.202 0.162 0.176
0.182 0.226 0.235
-0.340 0.044 -0.168
-0.316 -0.377 0.064
0.265 0.127 -0.248
0.127 0.143 0.003
0.250 0.205 -0.275
-0.087 -0.010 -0.820
-0.174 0.775 0.339
0.384 -0.193 0.137
-0.242 0.489 -0.025
-0.200 -0.026 0.355
0.123 -0.402 -0.013
-0.196 0.007 -0.095
0.240 -0.085 0.058
-0.166 -0.115 0.176
-0.147 0.021 0.101
0.164 0.044 -0.156
-0.009 -0.475 0.204
-0.039 0.033 0.231
-0.112 0.144 0.013
0.198 0.007 -0.097
0.301 -0.078 0.195
-0.584 0.767 0.012
0.193 -0.171 0.134
-0.083 -0.168 0.224
-0.390 -0.314 -0.317
-0.209 0.230 -0.195
0.202 -0.604 -0.070
-0.150 0.204 -0.334
0.067 0.025 0.216
0.112 -0.052 -0.099
0.215 0.106 0.083
0.183 -0.711 0.004
0.043 0.306 0.133
0.008 0.024 -0.040
0.039 0.113 0.008

# 3
ORCA calculation (ωB97M-V/def2-TZVPD) on a molecular structure, C48H43BrIrN3P2S.

Summary:
HOMO-LUMO gap: 6.96 eV
HOMO level: -12.36 eV
total charge: +2
energy relative to the best compared isomer or geometry (same formula, charge and spin): 0.0 kcal/mol

Cartesian coordinates (Å):
Ir -0.77467 -0.18155 -0.70852
C -0.64153 -0.70625 2.56598
P -0.28822 -1.70536 1.08904
C -1.51038 -2.10423 -0.05689
C -2.57969 -1.12862 -0.09400
C -3.84027 -1.35337 -0.86242
C -4.03030 -2.07669 -1.96463
C -2.95769 -2.75003 -2.76854
C -1.36286 -3.39036 -0.77589
C 1.32042 -2.43910 1.01593
C 2.03532 -2.54782 -0.17534
C 3.31172 -3.08070 -0.14442
C 3.87486 -3.49344 1.05790
C 3.15841 -3.38933 2.24158
C 1.86941 -2.87824 2.22454
C -1.05807 0.66990 2.19548
C -1.35913 1.76628 2.96585
C -1.39436 2.87172 2.08385
C -1.11570 2.39667 0.82589
C -0.98324 3.03656 -0.50339
P -1.55730 1.80879 -1.73947
C -0.93218 2.36462 -3.35209
C 0.07584 3.33724 -3.39641
C 0.60139 3.76420 -4.60660
C 0.14771 3.22344 -5.80041
C -0.84685 2.25673 -5.77475
C -1.38292 1.83714 -4.56697
C -3.36212 1.97559 -1.71795
C -4.14082 2.39823 -2.78062
C -5.51377 2.57225 -2.62621
C -6.10960 2.35074 -1.39938
C -5.32987 1.94828 -0.31855
C -3.96977 1.75366 -0.47114
N -0.92094 1.04738 0.89412
H 0.32634 -0.70738 3.07944
H -1.34146 -1.25266 3.20340
H -2.77768 -0.63251 0.85510
H -4.71342 -0.86813 -0.44366
H -5.03584 -2.14961 -2.36042
H -3.38930 -3.19556 -3.66566
H -0.37092 -3.82622 -0.69668
H 1.62056 -2.17831 -1.10339
H 3.87602 -3.16356 -1.06389
H 4.87834 -3.89722 1.07083
H 3.59320 -3.71484 3.17692
H 1.30934 -2.81737 3.15010
H -1.49560 1.78662 4.03584
H -1.59511 3.89820 2.34798
H 0.06898 3.25158 -0.69957
H -1.55324 3.95970 -0.60772
H 0.45371 3.80010 -2.49786
H 1.36124 4.53544 -4.61057
H 0.55724 3.56027 -6.74390
H -1.22120 1.83546 -6.69865
H -2.17449 1.09849 -4.58422
H -3.69258 2.62608 -3.73916
H -6.10707 2.90268 -3.46852
H -7.17374 2.50281 -1.27576
H -5.78506 1.79332 0.65225
H -3.39876 1.44704 0.38291
C 3.06948 0.71810 -4.49304
C 2.87520 0.75924 -3.00414
C 3.90012 1.06881 -2.12078
C 3.63070 1.11579 -0.77031
C 2.34760 0.84139 -0.31886
Br 2.12398 0.95352 1.54244
N 1.33900 0.51618 -1.13642
C 1.63294 0.50007 -2.45782
H 4.12662 0.73379 -4.75152
H 2.59122 1.57720 -4.96692
H 2.62317 -0.17836 -4.92608
H 4.89976 1.27642 -2.48258
H 4.39825 1.36098 -0.05151
H 0.81474 0.24450 -3.10968
N -0.59830 -1.23842 -2.53257
S -1.90835 -1.37297 -3.44963
C -1.37318 -1.97664 -5.02840
C -0.03131 -2.18032 -5.30622
C 0.32710 -2.60585 -6.57860
C -0.64237 -2.81127 -7.54913
C -1.98303 -2.58344 -7.26197
C -2.35593 -2.15531 -5.99766
C -2.09594 -3.78128 -2.06040
C -1.36779 -4.71129 -2.94549
C -0.98860 -5.92465 -2.53620
C -1.41641 -6.47910 -1.26822
C -2.21735 -5.78474 -0.45413
C -2.52274 -4.36456 -0.70092
H -0.11808 -2.13282 -2.45620
H 0.72425 -2.00886 -4.55028
H 1.36977 -2.77820 -6.81127
H -0.35251 -3.14400 -8.53701
H -2.73636 -2.73204 -8.02388
H -3.39990 -1.96051 -5.77686
H -1.18069 -4.40606 -3.96863
H -0.44634 -6.56901 -3.21714
H -1.18443 -7.51334 -1.05274
H -2.68925 -6.26638 0.39260
H -3.42563 -3.94883 -0.27064

Force components x, y, z for each atom (eV/Å):
1.025 0.133 -0.404
-0.049 -0.746 0.409
0.600 1.601 -0.727
-0.800 -0.824 0.402
-0.404 -0.286 -0.045
0.238 0.019 -0.009
0.076 0.080 0.051
-0.025 -0.097 0.067
-0.303 0.221 -0.222
-0.180 -0.587 0.545
0.086 0.028 0.116
0.044 -0.021 -0.092
-0.012 0.021 -0.005
-0.092 -0.017 0.021
0.213 -0.046 -0.141
-0.061 -0.104 -0.037
0.059 0.052 0.121
-0.068 0.265 0.095
-0.156 -0.122 0.141
0.060 0.117 -0.238
-0.237 0.132 -0.116
0.252 0.163 -0.071
-0.114 -0.038 -0.024
0.023 0.015 -0.046
0.010 -0.007 0.031
-0.014 -0.009 0.003
-0.085 -0.200 0.123
0.097 -0.080 0.575
-0.063 0.122 -0.360
0.104 0.009 -0.086
0.014 -0.045 0.114
-0.090 0.039 0.013
-0.345 0.151 -0.408
-0.074 0.008 -0.056
-0.053 0.016 0.074
-0.068 0.090 0.011
-0.081 -0.123 -0.065
0.049 -0.037 0.041
0.011 0.008 -0.006
-0.048 -0.088 0.062
-0.109 -0.105 0.033
-0.014 -0.011 -0.020
0.019 -0.008 0.012
-0.002 0.005 -0.005
0.012 -0.008 -0.022
-0.005 0.012 -0.028
0.010 -0.002 -0.033
0.005 -0.027 -0.010
0.018 0.032 -0.025
0.002 0.008 0.024
-0.017 -0.025 0.032
-0.007 -0.022 -0.010
-0.011 0.003 0.014
-0.002 0.001 0.004
0.001 0.025 0.045
0.004 -0.018 0.026
0.015 -0.003 0.004
0.011 -0.008 0.002
0.004 0.010 -0.029
0.275 -0.050 0.247
-0.033 0.006 -0.013
-0.007 0.001 -0.015
0.046 0.012 -0.016
-0.007 0.014 0.009
0.009 -0.029 0.068
-0.049 0.042 0.048
0.044 0.097 -0.321
0.046 0.113 0.045
-0.008 -0.009 0.001
0.006 0.014 0.018
0.011 0.004 0.007
-0.005 0.001 0.002
-0.007 0.001 0.001
-0.012 0.034 -0.001
0.132 -0.077 0.021
-0.233 0.191 0.136
0.019 -0.073 -0.070
-0.007 -0.012 -0.044
0.049 0.002 0.014
-0.006 -0.008 -0.015
0.014 0.007 0.025
0.030 -0.016 0.006
0.074 0.257 0.072
-0.035 0.109 -0.105
0.149 -0.195 -0.114
-0.052 -0.059 0.058
-0.171 0.071 0.068
0.265 -0.141 -0.073
-0.021 -0.036 -0.075
-0.017 -0.002 -0.006
-0.011 0.004 0.002
-0.009 0.006 0.015
0.006 0.003 0.015
0.009 0.001 0.004
-0.009 0.031 0.030
-0.002 0.027 0.011
-0.006 0.015 0.008
0.014 0.060 0.032
0.035 -0.092 0.036

Calculated DFT total energy, -254679.5321, -108308.4964, -157225.0940 eV (same order as the records).